[1]
Entry from OMol25: a molecular structure, C15H45N12NaO17S2V at a distorted geometry (ωB97M-V/def2-TZVPD).

```
93
C15H45N12NaO17S2V | OMol25 | ωB97M-V/def2-TZVPD
H -3.545 -2.371 5.409
C -0.327 -3.098 -5.976
H -3.341 -2.294 -4.522
H 0.462 -3.813 -5.744
S 0.979 -3.552 2.263
N 4.649 -3.350 0.048
N 4.226 4.067 -0.997
H -0.489 -0.290 -0.947
H -1.823 3.541 1.080
H -2.217 3.207 4.892
O -4.617 2.105 1.870
C -0.479 0.277 -0.016
H -3.800 4.132 3.258
H -2.479 -0.482 -2.974
C -1.694 4.438 -1.878
H -2.441 -2.823 3.597
N -0.969 3.381 -2.062
H 3.651 -3.501 0.083
N 2.884 -1.811 -2.454
O 0.588 0.021 2.044
C 0.770 -0.058 0.829
H -1.878 5.141 1.932
H -3.229 4.417 0.979
H 6.607 -1.251 1.146
H -3.010 -4.550 -4.516
H -0.840 -0.637 -3.629
O -2.207 -0.676 -5.109
O 4.351 0.896 4.848
N -2.003 3.559 3.970
H 0.194 -2.145 -5.881
O -2.867 4.454 -2.084
H 1.476 -2.159 -0.677
H 5.108 3.801 -0.583
H -1.528 2.592 -2.353
C -3.538 2.109 2.736
H -1.355 -0.119 0.498
H -2.927 -2.249 -6.203
H 0.486 -3.334 -1.344
O -1.596 0.034 4.637
H -1.089 -3.244 -3.950
H -0.121 5.416 -0.909
C -1.494 -3.273 -4.962
N 1.192 -2.635 -1.522
H -0.472 -3.266 -7.043
O 1.879 -0.413 0.401
H -0.557 1.352 -0.175
N 3.828 1.947 -0.605
H 7.005 -2.668 0.199
O 2.047 -2.951 1.549
O 3.383 0.559 2.688
O 0.920 -2.452 3.209
H -4.844 0.023 2.039
C -1.837 -0.241 -3.822
H -1.648 -5.307 -5.059
O 4.290 -1.570 1.212
H -1.825 0.848 -3.875
H 3.722 -1.878 -3.014
O 2.272 3.190 -1.545
Na -0.095 1.898 3.950
O 1.335 -4.850 2.862
N -3.085 -1.472 5.424
N -1.094 5.401 -1.181
H -1.546 4.458 4.033
H 2.969 -1.202 -1.653
C 1.962 -2.677 -2.581
C -2.519 -2.082 -5.206
O -0.255 -3.674 1.553
H -5.833 0.633 0.775
H 0.024 3.364 -1.876
H 4.601 1.971 0.044
H -4.130 0.637 0.482
H 5.197 -4.025 -0.466
H -1.844 6.044 -0.971
V 2.448 -1.236 2.464
N -2.048 -1.893 3.603
N -2.236 -4.492 -5.163
H 3.206 1.152 -0.575
H -3.165 -0.870 6.231
C 5.093 -2.326 0.685
H -2.740 1.521 2.285
N 6.315 -2.053 0.606
S 3.129 0.887 4.090
O 2.319 2.101 4.206
C -2.219 -1.040 4.560
H -3.802 1.709 3.715
C -2.418 4.228 1.682
O 2.326 -0.313 4.314
C -2.963 3.537 2.894
O 1.958 -3.447 -3.547
C -4.873 0.790 1.265
H 4.003 5.000 -1.313
C 3.397 3.082 -1.112
H -1.296 -1.807 2.934
```

The total charge is -1. Its energy above the lowest of the compared OMol25 structures with the same formula, charge and spin is 126.4 kJ/mol. The LUMO energy (spin up / spin down) is 1.52 / 1.52 eV. Its HOMO energy (spin up / spin down) is -5.88 / -6.21 eV. The gap between HOMO and LUMO (spin up / spin down) is 7.397 / 7.728 eV. As for the multiplicity: 3. Its expectation value of S² is 2.013. As for the total energy: -120758.3450 eV.

Charges obtained by Mulliken population analysis, quoted in units of e: number 1, H, carries 0.15; number 2, C, carries -1.30; number 3, H, carries 0.41; number 4, H, carries 0.33; number 5, S, carries 1.18; number 6, N, carries -0.25; number 7, N, carries -0.39; number 8, H, carries 0.07; number 9, H, carries 0.02; number 10, H, carries 0.25; number 11, O, carries -0.44; number 12, C, carries -0.67; number 13, H, carries 0.10; number 14, H, carries 0.43; number 15, C, carries 0.76; number 16, H, carries 0.20; number 17, N, carries -0.17; number 18, H, carries 0.10; number 19, N, carries -0.21; number 20, O, carries -0.23; number 21, C, carries 0.83; number 22, H, carries 0.43; number 23, H, carries 0.42; number 24, H, carries 0.26; number 25, H, carries 0.24; number 26, H, carries 0.25; number 27, O, carries -0.42; number 28, O, carries -0.70; number 29, N, carries -0.46; number 30, H, carries 0.30; number 31, O, carries -0.70; number 32, H, carries -0.29; number 33, H, carries 0.14; number 34, H, carries -0.01; number 35, C, carries 0.09; number 36, H, carries 0.24; number 37, H, carries 0.34; number 38, H, carries 0.25; number 39, O, carries -0.58; number 40, H, carries -0.03; number 41, H, carries 0.20; number 42, C, carries 0.99; number 43, N, carries 0.01; number 44, H, carries 0.34; number 45, O, carries -0.08; number 46, H, carries 0.07; number 47, N, carries -0.26; number 48, H, carries 0.17; number 49, O, carries -0.51; number 50, O, carries -0.63; number 51, O, carries -0.67; number 52, H, carries 0.29; number 53, C, carries -0.53; number 54, H, carries 0.27; number 55, O, carries -0.15; number 56, H, carries 0.11; number 57, H, carries 0.20; number 58, O, carries -0.75; number 59, Na, carries 0.84; number 60, O, carries -0.76; number 61, N, carries -0.46; number 62, N, carries -0.44; number 63, H, carries 0.15; number 64, H, carries 0.07; number 65, C, carries 0.55; number 66, C, carries -0.96; number 67, O, carries -0.75; number 68, H, carries 0.31; number 69, H, carries 0.19; number 70, H, carries 0.23; number 71, H, carries 0.16; number 72, H, carries 0.16; number 73, H, carries 0.22; number 74, V, carries 0.82; number 75, N, carries -0.12; number 76, N, carries -0.76; number 77, H, carries 0.00; number 78, H, carries 0.26; number 79, C, carries 0.48; number 80, H, carries -0.09; number 81, N, carries -0.43; number 82, S, carries 1.28; number 83, O, carries -0.74; number 84, C, carries 0.71; number 85, H, carries 0.31; number 86, C, carries -1.30; number 87, O, carries -0.68; number 88, C, carries 0.41; number 89, O, carries -0.77; number 90, C, carries -0.58; number 91, H, carries 0.24; number 92, C, carries 0.57; number 93, H, carries -0.14


[2]
Entry from OMol25: a molecular structure, C15H45N12O9 at a distorted geometry (ωB97M-V/def2-TZVPD).

```
81
C15H45N12O9 | OMol25 | ωB97M-V/def2-TZVPD
H -40.606 10.157 -2.129
O -40.770 6.639 1.907
O -40.620 4.127 -1.521
N -41.906 10.754 -0.424
C -35.926 9.040 1.412
H -38.803 5.116 0.664
N -40.584 7.956 0.078
H -35.823 10.891 -5.647
H -36.102 12.603 -5.782
H -38.386 8.253 0.806
C -38.194 8.367 -2.362
H -36.508 10.413 -3.415
N -39.760 4.892 0.435
H -36.002 3.124 0.570
O -40.137 10.611 0.889
H -36.687 5.967 -1.439
C -35.634 6.245 -4.071
N -36.140 5.252 -1.897
O -35.299 11.996 -3.912
H -37.433 10.457 1.596
N -37.638 11.662 -1.136
N -37.039 9.693 1.064
N -35.859 4.100 0.784
H -34.475 12.149 -5.737
H -38.578 7.465 2.359
C -35.443 11.862 -5.328
H -36.251 4.197 -3.734
N -35.763 8.064 0.600
H -34.373 5.541 -6.474
H -42.253 10.840 -1.368
H -39.924 8.569 -0.379
H -37.615 11.926 -0.161
C -40.646 10.518 -0.239
H -35.054 4.337 -5.324
H -38.127 4.979 -4.373
H -38.304 6.308 -3.268
N -36.333 6.176 0.414
C -36.375 11.465 -3.164
H -39.604 6.215 -2.250
H -37.539 9.450 0.221
H -37.735 7.516 -2.865
H -35.392 6.453 0.652
H -38.625 4.709 -2.685
O -37.665 7.336 -0.268
H -39.251 8.518 -2.580
O -35.247 9.313 2.347
C -36.303 11.656 -1.704
C -38.194 8.336 -0.819
C -35.574 10.594 -0.926
H -41.313 7.502 -0.453
H -37.353 11.838 -3.467
H -34.547 6.188 -4.009
H -34.910 4.445 0.816
H -40.134 4.035 0.818
H -35.050 7.393 0.848
C -36.832 4.877 0.517
H -36.534 7.699 0.059
H -36.063 10.193 -0.038
C -39.988 4.904 -0.839
H -36.999 6.935 0.449
H -37.572 9.192 -2.710
C -37.961 5.276 -3.337
C -40.196 7.413 1.187
O -38.666 9.328 -0.238
H -36.159 7.170 -3.835
H -39.063 9.940 -1.118
N -39.477 6.023 -1.266
H -38.868 6.638 -0.744
O -37.926 4.461 0.185
N -40.029 10.171 -1.299
N -38.982 7.887 1.535
C -35.279 5.156 -6.007
H -34.489 10.674 -0.861
O -36.092 6.190 -5.394
H -37.977 10.714 -1.058
H -36.384 4.383 -1.443
H -42.484 11.020 0.361
C -36.441 5.150 -3.240
H -35.527 9.674 -1.509
H -35.987 12.660 -1.420
H -35.876 4.780 -6.838
```

The total charge is -1. Its energy above the lowest of the compared OMol25 structures with the same formula, charge and spin is 2862.7 kJ/mol. The LUMO energy is 2.46 eV. Its HOMO energy is -4.36 eV. The gap between HOMO and LUMO is 6.821 eV. As for the total energy: -52570.5505 eV.

Charges obtained by Mulliken population analysis, quoted in units of e: number 1, H, carries 0.39; number 2, O, carries -0.73; number 3, O, carries -0.84; number 4, N, carries -0.45; number 5, C, carries 0.04; number 6, H, carries 0.01; number 7, N, carries 0.17; number 8, H, carries 0.26; number 9, H, carries 0.27; number 10, H, carries -0.55; number 11, C, carries -1.62; number 12, H, carries -0.24; number 13, N, carries -0.11; number 14, H, carries 0.36; number 15, O, carries -0.73; number 16, H, carries 0.12; number 17, C, carries 0.22; number 18, N, carries -0.23; number 19, O, carries -0.42; number 20, H, carries 0.29; number 21, N, carries -0.48; number 22, N, carries 0.29; number 23, N, carries -0.19; number 24, H, carries 0.28; number 25, H, carries 0.35; number 26, C, carries -0.69; number 27, H, carries 0.52; number 28, N, carries 0.06; number 29, H, carries 0.29; number 30, H, carries 0.13; number 31, H, carries 0.50; number 32, H, carries 0.49; number 33, C, carries 0.46; number 34, H, carries 0.38; number 35, H, carries 0.53; number 36, H, carries 0.30; number 37, N, carries -0.42; number 38, C, carries -0.64; number 39, H, carries 0.55; number 40, H, carries 0.08; number 41, H, carries 0.40; number 42, H, carries 0.13; number 43, H, carries 0.50; number 44, O, carries -0.28; number 45, H, carries 0.53; number 46, O, carries -0.81; number 47, C, carries 0.97; number 48, C, carries 1.77; number 49, C, carries -1.49; number 50, H, carries 0.34; number 51, H, carries 0.44; number 52, H, carries 0.46; number 53, H, carries 0.16; number 54, H, carries 0.40; number 55, H, carries 0.50; number 56, C, carries -0.69; number 57, H, carries 0.61; number 58, H, carries 0.81; number 59, C, carries -0.31; number 60, H, carries -0.05; number 61, H, carries -1.06; number 62, C, carries -1.40; number 63, C, carries -0.49; number 64, O, carries -0.11; number 65, H, carries -0.43; number 66, H, carries -1.51; number 67, N, carries 0.18; number 68, H, carries -0.34; number 69, O, carries -0.40; number 70, N, carries 0.01; number 71, N, carries 0.41; number 72, C, carries -0.84; number 73, H, carries 0.47; number 74, O, carries -0.37; number 75, H, carries -0.38; number 76, H, carries 0.52; number 77, H, carries 0.28; number 78, C, carries -0.02; number 79, H, carries 0.13; number 80, H, carries 0.64; number 81, H, carries 0.29


[3]
Entry from OMol25: 5 unconnected molecules or ions with the total composition C15H45O20P5 at a distorted geometry (ωB97M-V/def2-TZVPD).

```
85
C15H45O20P5 | OMol25 | ωB97M-V/def2-TZVPD
O -0.946 -1.420 0.528
O -0.006 -2.242 5.500
C 4.337 -1.083 1.998
O 0.077 -2.036 -4.205
H 2.317 -3.860 3.152
H -2.485 -4.749 -6.248
O 4.180 0.262 2.464
O 0.553 -4.139 3.956
H -0.855 5.915 -3.379
O 2.745 0.946 0.458
C -0.029 -4.015 7.746
C 0.158 -2.082 1.189
H 5.505 3.756 2.313
H 1.748 0.892 -1.272
P 4.028 1.441 1.351
H 3.842 -1.803 2.674
H -0.992 -4.645 8.357
H 3.776 -1.211 1.163
H 0.167 -3.153 1.184
H -3.453 1.440 -2.307
O -0.515 2.415 -2.948
H -0.094 -1.777 2.267
H -0.238 -0.145 5.160
H 4.031 4.734 2.233
O -0.402 -0.502 -6.101
H -2.080 6.242 -1.723
H 0.574 2.086 2.958
P 0.832 -3.605 5.403
O 2.260 -3.282 5.618
H 0.331 3.526 -4.205
C 4.584 3.920 1.896
H -0.611 -1.333 -2.122
C -0.184 2.654 -4.250
P -1.289 3.526 -2.069
H 4.793 4.124 0.803
H -3.393 -0.962 -0.816
H 1.121 -4.976 2.176
H -3.326 -3.105 -5.940
H -2.332 -3.978 -4.715
H -0.550 -3.159 7.862
H -3.853 0.013 -4.317
H -2.678 6.501 -3.618
H -4.736 -0.489 0.358
C 2.471 1.366 -0.855
H -3.798 -1.829 0.343
P -1.270 0.032 0.721
H 0.471 1.774 -4.479
C -3.789 -0.818 0.193
O 3.704 2.785 2.077
H 3.281 1.346 -1.342
H 0.212 -0.146 -3.202
H 2.102 2.374 -0.709
C 0.494 -0.921 5.100
O -2.607 2.985 -1.287
O -0.365 4.308 -1.185
H 2.160 -5.482 3.751
O -2.293 -1.100 -4.561
O -0.899 0.850 -0.446
H -0.911 2.951 -4.947
O -2.924 -0.030 0.880
H 5.332 -1.616 1.917
H -2.530 0.876 -4.551
C 1.573 -4.651 3.191
P -0.991 -1.608 -5.303
H -4.288 2.244 -0.945
C -2.393 -3.750 -5.823
C -0.212 1.951 2.090
C -3.665 2.392 -1.933
H 1.169 -1.697 -2.389
H -3.231 0.039 -6.056
C -3.027 0.029 -4.968
O 0.374 -4.603 6.605
O -1.368 -2.936 -6.113
H 1.378 -0.570 5.579
H 1.140 -1.020 4.200
O -2.117 4.520 -3.000
H 0.233 2.305 1.279
H 0.956 -4.093 8.488
O 5.263 1.554 0.517
H -4.203 3.000 -2.774
O -0.781 0.637 2.071
C -1.861 6.024 -2.947
H 1.120 -1.690 1.053
H -1.013 2.750 2.131
C 0.189 -1.206 -2.919
```

Its energy above the lowest of the compared OMol25 structures with the same formula, charge and spin is 1026.1 kJ/mol. The LUMO energy is 0.39 eV. Its HOMO energy is -10.19 eV. The gap between HOMO and LUMO is 10.579 eV. As for the SMILES: COP(=O)(OC)OC.COP(=O)(OC)OC.COP(=O)(OC)OC.COP(=O)(OC)OC.COP(=O)(OC)OC. As for the total energy: -103680.0378 eV.

Charges obtained by Mulliken population analysis, quoted in units of e: number 1, O, carries -0.23; number 2, O, carries -0.35; number 3, C, carries -0.44; number 4, O, carries -0.35; number 5, H, carries 0.11; number 6, H, carries 0.28; number 7, O, carries -0.26; number 8, O, carries -0.20; number 9, H, carries 0.29; number 10, O, carries 0.30; number 11, C, carries -0.73; number 12, C, carries -0.32; number 13, H, carries 0.35; number 14, H, carries -0.09; number 15, P, carries 0.47; number 16, H, carries 0.10; number 17, H, carries 0.22; number 18, H, carries 0.20; number 19, H, carries 0.11; number 20, H, carries -0.06; number 21, O, carries 0.67; number 22, H, carries 0.27; number 23, H, carries 0.38; number 24, H, carries 0.28; number 25, O, carries -0.71; number 26, H, carries 0.26; number 27, H, carries 0.17; number 28, P, carries 0.97; number 29, O, carries -0.69; number 30, H, carries 0.44; number 31, C, carries -0.75; number 32, H, carries 0.02; number 33, C, carries -1.02; number 34, P, carries 0.57; number 35, H, carries 0.31; number 36, H, carries 0.05; number 37, H, carries 0.22; number 38, H, carries 0.21; number 39, H, carries 0.22; number 40, H, carries 0.36; number 41, H, carries 0.36; number 42, H, carries 0.21; number 43, H, carries 0.39; number 44, C, carries -1.03; number 45, H, carries 0.36; number 46, P, carries -0.62; number 47, H, carries 0.24; number 48, C, carries -0.68; number 49, O, carries -0.25; number 50, H, carries 0.87; number 51, H, carries -0.21; number 52, H, carries 0.39; number 53, C, carries -0.43; number 54, O, carries -0.07; number 55, O, carries -0.77; number 56, H, carries 0.32; number 57, O, carries -0.08; number 58, O, carries 0.61; number 59, H, carries 0.36; number 60, O, carries -0.34; number 61, H, carries 0.27; number 62, H, carries -0.08; number 63, C, carries -0.47; number 64, P, carries 0.79; number 65, H, carries 0.24; number 66, C, carries -0.51; number 67, C, carries -0.49; number 68, C, carries -0.26; number 69, H, carries 0.12; number 70, H, carries 0.30; number 71, C, carries -0.42; number 72, O, carries -0.30; number 73, O, carries -0.36; number 74, H, carries 0.37; number 75, H, carries 0.01; number 76, O, carries -0.40; number 77, H, carries 0.10; number 78, H, carries 0.24; number 79, O, carries -0.74; number 80, H, carries 0.18; number 81, O, carries -0.16; number 82, C, carries -0.58; number 83, H, carries 0.29; number 84, H, carries 0.28; number 85, C, carries 0.32